# 1
Computed, not measured: 2 unconnected molecules or ions with the total composition C19H31BFN2O7 at a distorted geometry, with wB97M-V/def2-TZVPD.

Properties
relative energy (zero: lowest compared OMol25 entry of this formula, charge and spin) = 0.0 kcal/mol
net charge = +1

Atoms and positions in Å:
F (-0.815778, 4.691034, -0.416110)
O (-1.064730, -0.888029, -2.884252)
O (2.372460, -1.230078, -1.199129)
O (1.913594, 5.036328, -0.671235)
O (-0.971101, -3.031990, 2.855694)
O (2.965837, -0.203238, -3.241979)
O (0.454471, -4.713490, 3.092350)
O (-2.189248, 2.388424, -0.863651)
N (-0.075582, 3.612674, -0.771604)
N (4.343767, 1.643556, 0.689092)
C (4.628809, 1.657388, -0.594854)
C (-0.132061, -3.344917, 5.045393)
C (-2.628577, 2.929516, -2.181669)
C (-5.073542, 3.410617, -1.112448)
C (2.316900, -0.220334, -1.954525)
C (1.566440, 1.132044, -1.537433)
C (3.845936, 2.706976, -1.521333)
C (-0.230228, -3.662921, 3.578904)
C (1.381329, 3.750184, -0.914274)
C (0.011925, 1.041328, -1.370879)
C (5.682389, 0.661498, -1.327273)
C (-1.220299, -1.144615, -0.178509)
C (-6.579306, 2.785691, -1.292473)
C (-4.220768, 2.893814, -2.375388)
C (-0.759909, 2.339855, -1.003074)
C (2.248007, 2.520186, -1.324115)
C (0.913378, -6.472831, 4.708794)
C (1.492989, -5.405289, 3.804504)
C (-1.164672, -2.749801, -0.292816)
B (-0.796493, -0.378741, -1.573845)
H (0.268125, -6.043377, 5.477273)
H (-5.222926, 4.553392, -1.241890)
H (-2.226009, -0.731105, 0.189651)
H (2.120534, -5.878538, 3.045540)
H (2.136186, -4.702269, 4.340788)
H (0.818951, -3.625906, 5.493377)
H (0.297711, -7.168027, 4.131407)
H (6.514893, 0.475953, -0.557366)
H (4.028886, 2.562503, -2.654469)
H (-7.307585, 3.567540, -1.705650)
H (-4.525210, 1.852385, -2.756607)
H (2.385841, 5.390329, -1.459782)
H (-2.188289, 2.188020, -2.960714)
H (-6.896301, 2.325435, -0.296496)
H (1.710572, -7.034864, 5.201455)
H (-0.221072, -2.263914, 5.169586)
H (-1.035167, -1.872322, -2.910669)
H (-2.202098, -3.197460, -0.464039)
H (-0.803924, -3.145995, 0.732352)
H (5.096688, -0.313695, -1.553887)
H (-4.454065, 3.626234, -3.245178)
H (6.060706, 1.119740, -2.304667)
H (-4.618255, 3.169912, -0.092869)
H (-0.381282, -3.128156, -1.057580)
H (3.514265, 0.623828, -3.306455)
H (4.099856, 3.787367, -1.191439)
H (-0.428551, -0.821293, 0.605015)
H (-6.572965, 1.925069, -2.069957)
H (-0.948979, -3.837152, 5.573395)
H (4.928243, 0.887227, 1.092332)
H (-2.164714, 3.954300, -2.394322)

Cartesian forces (eV/Å) of the 2 atoms listed first:
F 0.72 -0.82 -0.31
O 1.49 0.63 2.32


# 2
Computed, not measured: C11H10BrNO2 in the gas phase at a distorted geometry, with wB97M-V/def2-TZVPD.

Properties
relative energy (zero: lowest compared OMol25 entry of this formula, charge and spin) = 221.6 kcal/mol
structure (SMILES) = CC[C@H](Br)c1ccc2c(c1)C(=O)NC2=O

Atoms and positions in Å:
Br (0.609154, -1.376644, -3.662035)
O (-0.805832, 0.353168, 4.052069)
O (2.125936, 4.192211, 2.563940)
N (0.597837, 2.494224, 3.573686)
C (0.032601, 1.048037, 1.631599)
C (0.888777, 1.267110, -1.621278)
C (1.494597, 2.346414, -0.521747)
C (-0.570624, -0.023414, 0.543674)
C (-0.160404, 1.208683, 3.252578)
C (1.372680, 3.095608, 2.382694)
C (-1.512789, -2.262462, -1.614720)
C (-0.510463, -3.460208, -1.116462)
C (-0.765805, -0.940710, -2.233425)
C (-0.153661, 0.084313, -1.062981)
C (1.029660, 2.210472, 1.044351)
H (0.581244, -3.404888, -1.534473)
H (-1.316307, -0.849720, 0.917739)
H (-2.178157, -2.717485, -2.493633)
H (1.205329, 1.361490, -2.751752)
H (-1.618938, -0.298512, -2.766698)
H (1.099218, 2.527059, 4.496023)
H (-0.975116, -4.476437, -1.536738)
H (-0.438317, -3.576478, 0.058125)
H (-2.265035, -1.998696, -0.749491)
H (2.234415, 3.196863, -0.851045)

Cartesian forces (eV/Å) of the 2 atoms listed first:
Br -1.13 0.27 1.22
O 4.22 5.79 -4.76


# 3
Computed, not measured: a molecular structure, C14H13O2S4TeTi at a distorted geometry, with wB97M-V/def2-TZVPD.

Properties
net charge = +1

Atoms and positions in Å:
Te (-1.185103, 0.028786, -0.632681)
Ti (0.027776, -1.128918, 1.599970)
S (1.355316, -1.895231, 3.701580)
S (-1.554129, -0.604530, 3.195953)
S (2.327399, -1.269418, 1.973021)
S (0.195880, -0.271534, 4.273750)
O (-1.866551, -3.163795, -0.603915)
O (-0.475649, -2.751263, 1.104196)
C (-1.481908, 2.995321, 0.091059)
C (-1.231363, 4.108068, 0.883496)
C (-2.033296, -4.576034, 1.352052)
C (-0.765097, 1.828615, 0.320569)
C (0.008473, -0.243186, -3.358319)
C (0.410290, 2.881696, 2.150860)
C (1.693630, 0.172435, -1.673002)
C (1.001936, -0.287270, -4.328877)
C (-1.519979, -3.476756, 0.486233)
C (-0.295961, 4.051587, 1.908569)
C (2.329115, -0.102116, -3.975077)
C (0.364923, -0.014742, -2.035268)
C (0.165331, 1.778952, 1.347138)
C (2.675456, 0.130671, -2.650034)
H (-0.115483, 4.924723, 2.521121)
H (3.099057, -0.137547, -4.734079)
H (3.711553, 0.278779, -2.376365)
H (0.731904, -0.463659, -5.361292)
H (-1.533792, -5.499172, 1.051911)
H (-1.024467, -0.389472, -3.646914)
H (1.977512, 0.374989, -0.647023)
H (0.798602, 0.903134, 1.530432)
H (-2.230423, 3.049856, -0.688650)
H (1.143578, 2.827480, 2.944259)
H (-1.828323, -4.397535, 2.402797)
H (-3.099619, -4.687563, 1.170232)
H (-1.776589, 5.024651, 0.702300)

Cartesian forces (eV/Å) of the 2 atoms listed first:
Te -0.29 -0.24 -0.12
Ti -0.22 -1.35 1.12


# 4
Computed, not measured: a molecular structure, C47H56MgN3O9SSe at a distorted geometry, with wB97M-V/def2-TZVPD.

Properties
relative energy (zero: lowest compared OMol25 entry of this formula, charge and spin) = 36.1 kcal/mol
net charge = -1

Atoms and positions in Å:
Se (-0.029659, -1.985782, -2.042870)
S (-3.069475, 2.794500, -3.304880)
Mg (-1.410169, 0.344344, -1.146691)
O (-6.396489, -0.197048, 4.430830)
O (-5.379891, 5.022884, 2.540173)
O (-3.152186, -0.757450, -1.698030)
O (0.340697, 1.021688, -1.092670)
O (-4.415254, 2.274604, -3.384218)
O (-4.238932, 0.154994, -1.233300)
O (-0.304721, 0.510184, -3.934100)
O (-2.877738, 3.963529, -2.478795)
O (-1.350246, -0.761549, 0.558958)
N (-2.353778, 1.771243, 0.243228)
N (-1.996918, 1.662891, -2.907900)
N (-4.547259, -0.297869, -0.000360)
C (-4.198600, 2.869312, 1.353594)
C (0.207826, -1.221776, 4.556778)
C (-3.519060, 4.064022, 1.257253)
C (-5.446397, -1.092177, 2.465889)
C (1.563348, -0.911124, -1.826946)
C (2.801223, -1.566765, -2.034098)
C (-1.770285, -0.483263, 3.254580)
C (2.660921, 1.050656, -0.935717)
C (-4.200114, 5.372448, 1.805076)
C (-5.242449, -1.439784, 0.081678)
C (-2.720926, 4.150819, -5.731277)
C (-2.292716, 4.142226, 0.594186)
C (3.851162, 0.313424, -1.061246)
C (0.757875, -3.028604, 2.423878)
C (-0.378454, 2.594180, -6.136257)
C (0.757470, -3.701858, 0.129734)
C (-6.042223, -1.427431, 3.836777)
C (1.809411, 3.400833, -1.321230)
C (-5.706153, -1.867432, 1.308766)
C (-2.382461, 3.157962, -4.884875)
C (-0.721758, 3.656998, -6.977281)
C (1.138825, -3.962158, 1.433946)
C (1.909325, -5.250963, 1.827446)
C (-4.702436, 0.082384, 2.314274)
C (-0.017281, -1.931796, 2.140305)
C (5.954560, -1.775139, -0.401038)
C (0.019272, -2.582351, -0.211259)
C (-1.279697, 2.364425, -5.096545)
C (2.513541, 2.687352, 0.964914)
C (0.888253, -6.299288, 2.237569)
C (-1.136494, 1.416485, -3.918879)
C (2.837803, -5.027749, 3.085178)
C (-1.939741, 4.326992, -6.850222)
C (3.981942, -0.925480, -1.691429)
C (0.506863, 0.419920, 2.748055)
C (-4.227870, 0.435483, 1.043285)
C (-1.743002, 2.947714, 0.094566)
C (2.836434, -5.707502, 0.644362)
C (-0.513658, -1.734186, 0.834900)
C (4.164886, 3.136233, -0.924896)
C (2.804656, 2.545822, -0.567306)
C (-3.540628, 1.745664, 0.853095)
C (6.236005, -0.514381, -2.651822)
C (5.372639, -1.504142, -1.820064)
C (-0.314382, -0.825166, 3.183743)
C (1.478152, 0.421284, -1.275699)
C (5.326622, -2.838909, -2.621012)
H (2.339403, -5.968303, -0.248058)
H (0.454138, 1.992573, -6.280649)
H (3.478560, -4.858281, 0.466294)
H (-1.707527, 5.026263, 0.426126)
H (3.008743, 1.968820, 1.583263)
H (1.161193, -3.179727, 3.407890)
H (4.950570, 2.668411, -0.338756)
H (-6.816804, -0.343796, 5.308755)
H (4.680247, 0.867816, -0.670831)
H (7.301574, -0.867540, -2.752296)
H (3.487051, -5.933358, 3.212958)
H (-1.960438, 0.450346, 3.902332)
H (0.276299, -6.055622, 3.119898)
H (1.563476, 0.150595, 2.894990)
H (2.773671, 3.700016, 1.339050)
H (-0.818797, 2.957845, -0.475102)
H (4.705645, -2.713892, -3.537568)
H (6.945744, -2.317102, -0.355430)
H (0.133912, -6.508415, 1.470043)
H (-0.458171, -1.894073, 5.101153)
H (3.465758, -6.562937, 0.941304)
H (-3.529025, 5.952510, 2.525322)
H (2.816349, -2.553672, -2.443978)
H (5.238774, -2.357759, 0.111877)
H (6.336935, -3.156657, -2.866635)
H (-2.378065, -1.305946, 3.738043)
H (-6.869396, -2.107424, 3.641596)
H (1.448909, 2.509276, 1.169047)
H (0.343831, 1.312592, 3.381749)
H (2.216951, -4.913032, 3.981671)
H (6.102855, -0.834452, 0.137088)
H (-2.241928, 5.078321, -7.564481)
H (-5.325638, -1.948660, 4.428852)
H (0.417750, 0.675444, 1.701309)
H (-4.555315, 0.723279, 3.141710)
H (-3.592266, 4.814129, -5.573330)
H (-4.579622, 6.040501, 1.018818)
H (1.098089, -4.394789, -0.635070)
H (-5.147914, 2.809743, 1.866889)
H (-6.392833, -2.685292, 1.389075)
H (1.611531, 3.048101, -2.342968)
H (-6.044798, 5.746025, 2.531514)
H (1.325568, -7.290772, 2.449250)
H (4.379837, 2.921462, -1.977145)
H (1.212008, -1.548166, 4.523954)
H (0.854817, 3.448256, -0.829706)
H (5.723547, -0.446788, -3.592247)
H (0.192186, -0.359570, 5.277569)
H (4.906682, -3.646235, -2.035151)
H (-5.316384, -1.894543, -0.862281)
H (-0.152022, 3.921349, -7.899547)
H (-2.250106, -0.306671, 2.256595)
H (4.237463, 4.217953, -0.782267)
H (6.198987, 0.442412, -2.146130)
H (3.441512, -4.153556, 2.997637)
H (2.146280, 4.458614, -1.318094)

Cartesian forces (eV/Å) of the 2 atoms listed first:
Se -0.12 0.35 0.29
S 0.03 -0.55 0.61


| no. | HOMO (eV) | E (Eh) |
| --- | --- | --- |
| 1 | -11.9530 | -1502.9772 |
| 2 | -9.3690 | -3204.0292 |
| 3 | -12.0280 | -3401.8580 |
| 4 | -3.9203 | -5665.7207 |